This record from the Open Molecules 2025 dataset describes a molecular structure, C2HFO2Ru in a non-equilibrium geometry. The level of theory is ωB97M-V/def2-TZVPD.

## Properties
- ΔE to the lowest compared entry with this formula, charge and spin (eV) = 0.458
- LUMO level (alpha / beta) (hartree) = -0.453 / -0.553
- HOMO energy (alpha / beta) (Eh) = -0.74017 / -0.82740

Structure (ORCA input):
```
! RIJCOSX wB97M-V def2-TZVPD def2/J DEFGRID3
* xyz 2 7
C -0.89 0.47 1.06
C -0.94 1.45 0.05
O -1.24 2.50 -0.35
O -0.10 -0.54 0.92
Ru -1.62 0.95 2.94
H 0.62 -0.40 -0.67
F 0.49 0.40 -1.46
*
```